Entry 1:
A molecular structure, C20H28BF6N2O22Tl. Source: the OMol25 dataset; level of theory: ωB97M-V/def2-TZVPD.

Geometry (Å):
Tl1 -3.752 -0.629 -3.157
B1 0.157 -0.411 -1.156
H1 -0.269 -1.278 -0.676
H2 1.113 -0.137 -0.737
H3 0.276 -0.706 -2.187
H4 -0.545 0.405 -1.076
C1 -0.907 -6.455 3.265
C2 -2.302 -6.418 3.856
O1 -3.152 -6.069 2.781
C3 -2.316 -5.494 1.811
O2 -2.754 -4.983 0.810
O3 -1.063 -5.626 2.093
F1 -2.420 -5.510 4.849
H5 -0.651 -7.491 3.045
H6 -0.231 -5.905 3.919
H7 -2.638 -7.358 4.293
C4 -5.680 0.756 5.987
C5 -4.764 -0.401 6.263
O4 -4.219 -0.880 5.072
C6 -4.724 -0.170 4.092
O5 -4.378 -0.215 2.938
O6 -5.684 0.743 4.613
F2 -5.575 -1.384 6.749
H8 -5.357 1.726 6.364
H9 -6.668 0.593 6.418
H10 -4.135 -0.085 7.095
C7 -4.137 7.427 1.840
C8 -3.149 6.756 2.736
O7 -2.738 5.700 1.909
C9 -3.836 5.435 1.096
O8 -3.997 4.412 0.444
O9 -4.734 6.385 1.244
F3 -3.736 6.200 3.814
H11 -3.835 8.116 1.052
H12 -4.896 8.003 2.370
H13 -2.273 7.288 3.106
C10 3.162 -4.729 -2.029
C11 3.841 -5.733 -1.140
O10 4.976 -5.035 -0.515
C12 5.223 -3.899 -1.232
O11 6.288 -3.301 -1.208
O12 4.135 -3.749 -2.134
F4 4.337 -6.698 -1.865
H14 2.275 -4.266 -1.597
H15 2.841 -5.026 -3.028
H16 3.111 -6.221 -0.494
C13 1.188 0.372 3.817
C14 2.107 -0.839 3.730
O13 1.963 -1.430 4.942
C15 1.348 -0.660 5.839
O14 1.038 -0.974 6.981
O15 0.993 0.518 5.219
F5 3.380 -0.417 3.479
H17 0.237 0.264 3.296
H18 1.597 1.321 3.469
H19 1.838 -1.547 2.947
C16 3.712 -2.379 -7.381
C17 3.815 -0.899 -7.808
O16 2.692 -0.283 -7.303
C18 1.857 -1.245 -6.961
O17 0.663 -1.095 -6.640
O18 2.368 -2.449 -7.083
F6 3.753 -1.011 -9.112
H20 4.332 -2.587 -6.509
H21 4.015 -3.077 -8.162
H22 4.713 -0.366 -7.494
C19 4.332 2.988 -2.127
N1 5.301 4.187 -2.266
O19 5.880 4.598 -1.268
O20 5.299 4.717 -3.336
H23 3.347 3.457 -2.118
H24 4.570 2.570 -1.149
H25 4.614 2.180 -2.802
C20 -1.915 6.350 -5.199
N2 -1.268 5.068 -5.043
O21 -1.947 4.112 -4.704
O22 -0.047 5.026 -5.162
H26 -2.755 6.415 -4.507
H27 -2.168 6.413 -6.257
H28 -1.073 7.019 -5.022

Calculated values
- gap between HOMO and LUMO (eV) = 1.7
- energy above the lowest of the compared OMol25 structures with the same formula, charge and spin (kcal/mol) = 148.32
- electronic energy (Ha) = -3339.01267
- maximum force (Eh/bohr) = 0.1100
- E_HOMO (Ha) = -0.5443
- charge = +2

Results of the Löwdin charge analysis, in e, for atoms 1 through 2:
1 Tl 0.990
2 B -0.083

---

Entry 2:
C25H29N5O4 in the gas phase. Source: the OMol25 dataset; level of theory: ωB97M-V/def2-TZVPD.

Geometry (Å):
C1 0.975 2.720 2.743
C2 1.218 1.241 3.022
O1 0.891 0.436 1.906
C3 -0.395 0.374 1.475
C4 -1.512 0.582 2.278
C5 -2.786 0.433 1.758
C6 -2.969 0.082 0.434
C7 -1.864 -0.109 -0.378
C8 -0.582 0.028 0.127
C9 0.636 -0.063 -0.783
C10 0.466 -1.035 -1.938
C11 0.608 -2.478 -1.622
O2 0.899 -3.322 -2.452
N1 0.393 -2.767 -0.307
C12 0.452 -4.004 0.333
C13 0.988 -5.150 -0.231
C14 1.022 -6.332 0.491
C15 0.527 -6.374 1.779
C16 -0.014 -5.235 2.359
C17 -0.059 -4.049 1.647
O3 -0.577 -2.866 2.118
C18 -1.123 -2.844 3.412
C19 0.202 -0.602 -3.193
C20 -0.044 -1.461 -4.388
N2 0.104 0.751 -3.471
C21 0.551 1.656 -2.561
N3 0.774 2.946 -2.706
C22 1.234 3.315 -1.477
C23 1.591 4.722 -1.165
C24 0.371 5.527 -0.689
C25 -0.853 5.334 -1.600
O4 -0.571 5.491 -2.963
N4 1.300 2.323 -0.621
N5 0.868 1.257 -1.321
H1 1.411 2.970 1.778
H2 -0.089 2.939 2.705
H3 1.432 3.325 3.521
H4 2.285 1.056 3.172
H5 0.682 0.908 3.921
H6 -1.395 0.862 3.314
H7 -3.641 0.597 2.398
H8 -3.964 -0.032 0.031
H9 -1.995 -0.368 -1.418
H10 1.511 -0.329 -0.175
H11 0.030 -2.037 0.293
H12 1.369 -5.108 -1.237
H13 1.441 -7.219 0.041
H14 0.553 -7.292 2.346
H15 -0.398 -5.288 3.365
H16 -1.953 -3.550 3.510
H17 -0.365 -3.065 4.171
H18 -1.495 -1.830 3.552
H19 -0.089 -2.507 -4.109
H20 0.770 -1.337 -5.102
H21 -0.973 -1.162 -4.872
H22 -0.029 1.060 -4.421
H23 2.357 4.733 -0.389
H24 1.993 5.180 -2.070
H25 0.095 5.218 0.321
H26 0.646 6.582 -0.668
H27 -1.608 6.086 -1.355
H28 -1.288 4.341 -1.410
H29 -0.011 4.742 -3.227

Calculated values
- gap between HOMO and LUMO (eV) = 8.7
- energy above the lowest of the compared OMol25 structures with the same formula, charge and spin (kcal/mol) = 70.04
- electronic energy (Ha) = -1544.82566
- maximum force (Eh/bohr) = 0.0240
- E_HOMO (Ha) = -0.2968
- charge = 0

Results of the natural (NBO) charge analysis, in e, for atoms 1 through 2:
1 C -0.653
2 C -0.056

---

Entry 3:
A molecular structure, C42H32HfN4OPS2Se2. Source: the OMol25 dataset; level of theory: ωB97M-V/def2-TZVPD.

Geometry (Å):
Hf1 -0.304 0.009 -0.430
Se1 -0.239 1.861 1.576
P1 -1.243 3.114 0.091
Se2 -0.932 2.284 -1.900
C1 -0.599 4.794 0.173
C2 -0.673 5.451 1.402
C3 -0.200 6.746 1.515
C4 0.348 7.383 0.407
C5 0.423 6.727 -0.812
C6 -0.052 5.427 -0.935
C7 -3.016 3.175 0.444
C8 -3.841 3.795 -0.495
C9 -5.205 3.870 -0.270
C10 -5.748 3.323 0.888
C11 -4.928 2.706 1.820
C12 -3.558 2.633 1.603
H1 -1.096 4.951 2.267
H2 -0.256 7.259 2.466
H3 0.719 8.395 0.498
H4 0.852 7.223 -1.673
H5 0.019 4.911 -1.884
H6 -3.419 4.212 -1.402
H7 -5.844 4.357 -0.995
H8 -6.815 3.382 1.062
H9 -5.350 2.283 2.722
H10 -2.917 2.145 2.327
S1 -2.122 -2.491 3.091
C13 -0.439 -2.627 3.319
C14 0.268 -1.995 2.340
C15 -0.541 -1.371 1.341
C16 -1.871 -1.562 1.659
C17 -2.961 -1.023 0.871
C18 -4.307 -1.244 1.161
C19 -5.277 -0.727 0.329
C20 -4.896 0.003 -0.791
C21 -3.555 0.201 -1.015
N1 -2.595 -0.283 -0.204
H11 -0.052 -3.165 4.171
H12 1.344 -1.970 2.358
H13 -4.576 -1.825 2.032
H14 -6.324 -0.895 0.545
H15 -5.621 0.417 -1.475
H16 -3.212 0.781 -1.859
C22 4.364 3.486 -2.113
C23 3.456 3.515 -1.067
C24 2.558 2.472 -0.893
C25 2.582 1.407 -1.773
C26 3.490 1.354 -2.817
C27 4.381 2.403 -2.982
N2 1.656 0.265 -1.579
N3 1.330 -0.287 -2.905
C28 0.434 -1.252 -2.901
C29 0.157 -1.896 -4.158
C30 -0.678 -2.958 -4.191
C31 -1.298 -3.437 -2.995
C32 -1.068 -2.771 -1.845
N4 -0.254 -1.664 -1.782
H17 5.061 4.302 -2.252
H18 3.435 4.353 -0.381
H19 1.858 2.491 -0.072
H20 3.485 0.515 -3.497
H21 5.090 2.373 -3.798
H22 0.662 -1.521 -5.036
H23 -0.872 -3.459 -5.130
H24 -1.944 -4.302 -3.008
H25 -1.515 -3.057 -0.900
C33 6.355 -6.468 1.376
C34 5.729 -6.930 2.661
O1 5.938 -7.996 3.162
S2 4.729 -5.785 3.634
C35 4.178 -4.553 2.484
C36 3.280 -4.878 1.468
C37 2.804 -3.895 0.622
C38 3.199 -2.567 0.806
C39 4.091 -2.239 1.826
C40 4.581 -3.233 2.657
C41 2.650 -1.550 -0.038
C42 2.226 -0.676 -0.745
H26 6.467 -7.330 0.721
H27 7.350 -6.093 1.624
H28 5.804 -5.673 0.877
H29 2.948 -5.901 1.353
H30 2.103 -4.139 -0.166
H31 4.398 -1.211 1.964
H32 5.282 -2.988 3.443

Calculated values
- gap between HOMO and LUMO (eV) = 7.2
- energy above the lowest of the compared OMol25 structures with the same formula, charge and spin (kcal/mol) = 0.00
- electronic energy (Ha) = -7902.44124
- maximum force (Eh/bohr) = 0.0098
- E_HOMO (Ha) = -0.3837
- charge = +1

Results of the Löwdin charge analysis, in e, for atoms 1 through 2:
1 Hf 1.310
2 Se 0.437

---

Entry 4:
A molecular structure, C27H34N5S3SiTc. Source: the OMol25 dataset; level of theory: ωB97M-V/def2-TZVPD.

Geometry (Å):
Tc1 -0.009 0.377 -0.590
C1 2.098 -0.494 1.678
N1 1.901 -0.675 0.212
C2 1.573 -2.090 -0.074
C3 1.335 -2.223 -1.558
N2 0.146 -1.418 -1.984
C4 -1.075 -2.253 -1.819
C5 0.347 -1.076 -3.400
C6 0.282 -2.046 -4.390
C7 0.603 -1.729 -5.702
C8 1.003 -0.441 -6.036
C9 1.060 0.536 -5.058
C10 0.719 0.226 -3.741
S1 0.616 1.485 -2.540
C11 3.152 -0.275 -0.424
C12 4.236 -1.123 -0.604
C13 5.424 -0.628 -1.122
C14 5.538 0.718 -1.452
C15 4.457 1.563 -1.271
C16 3.264 1.061 -0.754
S2 1.889 2.098 -0.480
H1 2.978 -1.056 2.001
H2 1.221 -0.843 2.211
H3 2.253 0.564 1.882
H4 0.685 -2.334 0.504
H5 2.358 -2.775 0.253
H6 1.205 -3.270 -1.845
H7 2.191 -1.835 -2.106
H8 -0.971 -3.210 -2.330
H9 -1.936 -1.724 -2.219
H10 -1.242 -2.445 -0.761
H11 -0.005 -3.062 -4.152
H12 0.552 -2.496 -6.463
H13 1.262 -0.199 -7.058
H14 1.343 1.552 -5.304
H15 4.182 -2.169 -0.336
H16 6.262 -1.297 -1.263
H17 6.466 1.105 -1.850
H18 4.520 2.610 -1.537
C17 -0.863 -0.977 5.005
Si1 -2.203 0.238 4.538
C18 -3.733 -0.629 3.902
C19 -2.642 1.314 6.000
C20 -1.538 1.385 3.177
C21 -1.463 2.764 3.355
C22 -0.973 3.601 2.358
C23 -0.527 3.039 1.184
N3 -0.567 1.715 0.988
C24 -1.077 0.917 1.943
S3 -1.118 -0.731 1.344
H19 -1.206 -1.630 5.811
H20 0.029 -0.454 5.359
H21 -0.581 -1.608 4.160
H22 -4.185 -1.229 4.696
H23 -3.507 -1.295 3.068
H24 -4.481 0.097 3.574
H25 -3.027 0.687 6.808
H26 -3.419 2.043 5.758
H27 -1.776 1.853 6.391
H28 -1.796 3.202 4.289
H29 -0.931 4.673 2.494
H30 -0.125 3.639 0.379
N4 -3.092 0.785 -0.515
C25 -4.219 1.021 -1.197
C26 -3.869 1.174 -2.521
C27 -2.486 0.992 -2.547
N5 -2.016 0.751 -1.321
H31 -2.979 0.469 0.440
H32 -5.174 1.059 -0.700
H33 -4.521 1.385 -3.350
H34 -1.816 1.041 -3.388

Calculated values
- gap between HOMO and LUMO (alpha / beta) (eV) = 7.0 / 6.1
- energy above the lowest of the compared OMol25 structures with the same formula, charge and spin (kcal/mol) = 3.39
- electronic energy (Ha) = -2887.78213
- maximum force (Eh/bohr) = 0.0329
- E_HOMO (alpha / beta) (Ha) = -0.3627 / -0.3799
- 2S+1 = 2
- charge = +1

Results of the Löwdin charge analysis, in e, for atoms 1 through 2:
1 Tc 0.916
2 C -0.061